# 1
The following is a quantum chemistry calculation of a gas-phase ion, C9H13N2O (charge +1) at a distorted geometry, from OMol25.

Structure (XYZ):
```
25
Properties=species:S:1:pos:R:3:mulliken_charge:R:1
C -1.4067 0.9659 0.6464 -0.196
C -2.0006 -1.2446 0.2958 -0.207
C 0.2241 -0.5652 0.0334 0.416
C -1.7614 2.3629 0.3620 -0.473
C 1.5547 -1.0938 -0.3612 -0.465
C -0.4337 3.0333 -0.0714 -0.577
C 1.4256 -2.5863 -0.0068 -0.624
C -0.0863 -2.8547 0.0489 -0.601
C 0.5923 1.8890 -0.1589 -0.558
N -0.6769 -1.5275 0.2119 0.222
N -0.1915 0.7057 0.1901 0.054
O -2.7251 -1.9652 1.1072 -0.342
H -2.5167 2.3881 -0.4281 0.242
H -2.2128 2.8329 1.2363 0.342
H 1.7172 -0.9445 -1.4339 0.360
H 2.3737 -0.6086 0.1685 0.356
H -0.5427 3.5365 -1.0287 0.298
H -0.1277 3.7732 0.6648 0.293
H 1.9180 -3.2258 -0.7349 0.317
H 1.8751 -2.7760 0.9674 0.312
H -0.4636 -3.2988 -0.8763 0.377
H -0.3773 -3.4931 0.8845 0.332
H 1.0022 1.7664 -1.1628 0.358
H 1.4187 2.0086 0.5455 0.320
H -3.6712 -1.7681 1.0328 0.445
```

As for the energy relative to the best compared isomer or geometry (same formula, charge and spin): 0.00 kcal per mole. The molar mass comes out at 165.22 g mol⁻¹. Its net charge is +1. Its spin multiplicity is 3. Its expectation value of S² is 2.050.

# 2
The following is a quantum chemistry calculation of a molecular structure, C42H36F15GeN8O2SSn, from OMol25.

Structure (XYZ):
```
106
Properties=species:S:1:pos:R:3:mulliken_charge:R:1
Sn -0.3249 -0.1579 -0.3124 1.509
C -4.8183 -0.0391 -0.9978 -1.550
C -3.3982 -0.5505 -1.1491 0.714
O -2.4844 0.2318 -0.7097 -0.469
C -3.2046 -1.7826 -1.7409 -1.137
C -1.9568 -2.2438 -2.2537 1.020
C -1.9745 -3.3694 -3.2533 -1.385
N -0.8339 -1.6553 -1.9536 0.346
N 0.2614 -1.9678 -2.7681 -0.704
C 1.0856 -0.9613 -2.7883 0.184
O 0.9585 0.1367 -2.1112 -1.277
C 2.2559 -1.0752 -3.7108 0.508
C 2.6940 -2.3159 -4.1674 -0.310
C 3.7703 -2.3991 -5.0355 -0.684
C 4.4162 -1.2440 -5.4628 -0.428
C 3.9850 -0.0067 -5.0064 -0.623
C 2.9130 0.0759 -4.1282 -0.276
H -4.8023 0.9179 -0.4806 0.311
H -5.4193 -0.7463 -0.4220 0.326
H -5.2920 0.0854 -1.9730 0.443
H -4.0889 -2.3367 -2.0274 0.253
H -2.9945 -3.7031 -3.4361 0.417
H -1.3762 -4.2020 -2.8789 0.280
H -1.5118 -3.0537 -4.1868 0.298
H 2.1823 -3.2047 -3.8235 0.458
H 4.1131 -3.3685 -5.3772 0.375
H 5.2593 -1.3102 -6.1403 0.378
H 4.4924 0.8963 -5.3233 0.416
H 2.5818 1.0303 -3.7397 0.313
C -1.9193 4.7938 2.5787 -1.030
N -0.6278 4.7148 1.9202 0.365
C -0.1483 5.9192 1.2587 -0.777
C 0.8379 5.3884 0.2211 -0.581
N 0.3956 4.0210 0.0451 0.123
C 1.1919 3.0956 -0.7330 -1.093
C -0.2624 3.5901 1.1800 -0.369
N -0.3796 2.3545 1.4760 0.648
C -0.8591 1.9800 2.7994 -1.282
C -0.4468 0.5586 3.1623 -1.423
N -1.3687 -0.3830 2.5538 0.021
C -1.8075 -1.3851 3.2000 0.274
N -1.3870 -1.9212 4.4218 0.070
C 0.0397 -2.0952 4.6755 -0.316
C -2.2370 -3.0634 4.7578 -0.592
C -2.9958 -3.3743 3.4623 -0.680
N -2.8892 -2.1241 2.7532 0.075
C -3.3559 -1.9946 1.3967 -0.923
H -2.4647 5.6645 2.2032 0.397
H -1.8238 4.8918 3.6621 0.262
H -2.5169 3.9124 2.3613 0.361
H 0.3263 6.5976 1.9696 0.287
H -0.9787 6.4525 0.7798 0.456
H 1.8699 5.4322 0.5924 0.274
H 0.7869 5.9413 -0.7177 0.421
H 1.8690 3.6649 -1.3695 0.469
H 0.5689 2.4842 -1.3833 0.206
H 1.7789 2.4284 -0.0949 0.273
H -1.9526 1.9998 2.8523 0.268
H -0.4742 2.6734 3.5609 0.555
H -0.4295 0.4776 4.2571 0.672
H 0.5705 0.3794 2.7931 0.260
H 0.2556 -1.9571 5.7361 0.249
H 0.6232 -1.3888 4.0941 -0.368
H 0.3743 -3.0943 4.3741 0.438
H -2.9231 -2.8182 5.5720 0.340
H -1.6192 -3.9030 5.0763 0.337
H -4.0418 -3.6261 3.6479 0.350
H -2.5404 -4.2044 2.9034 0.325
H -4.4040 -2.2953 1.3336 0.240
H -2.7730 -2.6073 0.6971 0.356
H -3.2595 -0.9527 1.0963 0.239
F 5.9395 -0.0600 4.6540 -0.371
C 6.2124 -1.1579 3.9356 0.559
C 5.6086 -1.3882 2.7114 -0.105
C 6.0582 -2.5019 2.0185 0.265
F 5.5877 -2.7653 0.7939 -0.278
C 7.0079 -3.3726 2.5209 -0.140
F 7.4138 -4.4357 1.8199 -0.309
C 7.5537 -3.1260 3.7650 0.741
F 8.4759 -3.9484 4.2687 -0.320
C 7.1625 -2.0078 4.4732 0.054
F 7.7224 -1.7499 5.6609 -0.313
Ge 4.0512 -0.4137 1.8995 0.586
S 2.4639 -1.6685 1.3322 -0.702
C 3.3476 0.8872 3.2585 -0.708
C 2.9189 0.4228 4.4912 0.306
F 3.1323 -0.8533 4.8461 -0.518
C 2.2212 1.2033 5.3923 0.154
F 1.8224 0.7119 6.5704 -0.417
C 1.9160 2.5095 5.0590 0.805
F 1.2347 3.2780 5.9113 -0.421
C 2.3075 3.0089 3.8345 0.348
F 2.0049 4.2694 3.5044 -0.438
C 3.0008 2.1915 2.9592 1.099
F 3.3254 2.7436 1.7757 -0.563
C 5.0452 0.7865 0.6503 -1.128
C 4.6851 0.9843 -0.6714 0.483
F 3.6716 0.3095 -1.2054 0.036
C 5.3335 1.8977 -1.4872 0.090
F 4.9553 2.0851 -2.7552 -0.324
C 6.3841 2.6359 -0.9799 0.721
F 7.0189 3.5161 -1.7561 -0.343
C 6.7747 2.4645 0.3342 0.197
F 7.7872 3.1880 0.8262 -0.334
C 6.0969 1.5527 1.1206 0.770
F 6.4867 1.4595 2.4045 -0.365
```

The molar mass comes out at 1193.16 g mol⁻¹. Its net charge is -1. The calculation puts the calculated total energy at -174100.086 eV.

# 3
The following is a quantum chemistry calculation of a single C13H10N4O2 molecule at a distorted geometry, from OMol25.

Structure (XYZ):
```
29
Properties=species:S:1:pos:R:3:mulliken_charge:R:1
O -2.9721 -4.8526 2.7524 -0.574
O -2.6479 -5.8400 0.9080 -0.583
N 0.6566 -0.5319 -0.0443 -0.709
N -1.2451 -0.0269 0.9930 -0.667
C -0.0820 0.4318 0.4478 0.407
C -1.1371 -1.3086 1.0629 0.241
C 0.2936 -2.9316 -0.2098 -0.619
C -0.7475 -3.9229 0.1406 -0.089
C 0.0380 -1.6689 0.2381 0.710
C -1.8420 -3.7401 1.0571 -0.197
C 2.3054 4.3058 -2.0659 -0.246
C 1.8212 4.8218 -0.8495 -0.496
C 2.1588 2.9647 -2.4759 -0.805
C 1.2580 3.8855 0.0241 -0.409
C 1.3872 2.0565 -1.6343 -0.415
C 0.8798 2.5696 -0.3973 0.496
N 0.1835 1.7088 0.5214 -0.093
N -2.5309 -4.8663 1.6221 0.876
C -2.1494 -2.2816 1.6691 -0.459
H 1.1382 -3.1302 -0.9298 0.391
H -0.5188 -4.9806 -0.2919 0.302
H 2.7126 5.0764 -2.6857 0.339
H 1.9414 5.8935 -0.5097 0.310
H 2.6615 2.8368 -3.3983 0.361
H 0.9406 4.4027 0.9398 0.278
H 1.2441 1.1484 -1.9997 0.587
H -0.5071 2.1925 1.0754 0.304
H -2.1316 -2.2655 2.7082 0.402
H -3.1092 -1.9470 1.3322 0.355
```

As for the energy relative to the best compared isomer or geometry (same formula, charge and spin): 119.32 kcal per mole. The molar mass comes out at 254.25 g mol⁻¹. The SMILES is O=[N+]([O-])C1=CC=C2N=C(Nc3ccccc3)N=C2C1.

# 4
The following is a quantum chemistry calculation of a molecular structure, C37H36MnN4O5S at a distorted geometry, from OMol25.

Structure (XYZ):
```
84
Properties=species:S:1:pos:R:3:mulliken_charge:R:1
Mn -0.6902 -1.4915 -0.7608 0.831
O 0.5576 -2.9256 -0.8577 -0.105
C 1.0949 -3.5641 -1.8436 0.295
C 1.9051 -4.6965 -1.6092 -1.056
C 2.4663 -5.4093 -2.6451 -0.442
C 2.2542 -5.0305 -3.9726 -0.800
C 1.4949 -3.9159 -4.2370 -0.754
C 0.9096 -3.1562 -3.2095 0.689
C 0.1595 -1.9879 -3.5733 -0.302
N -0.3754 -1.1516 -2.7525 0.339
C -1.0698 0.0116 -3.3085 -1.300
C -1.5754 0.8597 -2.1251 0.303
N -2.0614 -0.0851 -1.1350 0.274
C -3.2616 0.0212 -0.6653 -0.349
C -3.9206 -0.9783 0.1063 0.713
C -5.1396 -0.6673 0.7432 -0.696
C -5.8322 -1.5979 1.4714 -0.711
C -5.3160 -2.8971 1.6041 -0.483
C -4.1410 -3.2482 0.9904 -0.629
C -3.4020 -2.3261 0.2017 0.363
O -2.3459 -2.7087 -0.4123 -0.764
H 2.0719 -4.9931 -0.5816 0.408
H 3.0909 -6.2658 -2.4248 0.413
H 2.6867 -5.6017 -4.7827 0.388
H 1.3346 -3.5884 -5.2587 0.361
H 0.0532 -1.8045 -4.6485 0.281
H -1.9253 -0.3107 -3.9128 0.445
H -0.3893 0.5838 -3.9483 0.530
H -2.3549 1.5609 -2.4428 0.626
H -0.7365 1.4154 -1.6973 -0.799
H -3.8139 0.9471 -0.8638 0.227
H -5.5200 0.3453 0.6571 0.355
H -6.7725 -1.3389 1.9390 0.394
H -5.8498 -3.6289 2.1978 0.408
H -3.7372 -4.2489 1.0767 0.476
C 3.4755 -0.7016 -0.8893 -1.295
C 2.3328 -0.4814 0.0619 1.025
C 2.5916 -0.6762 1.5251 -1.337
O 1.2454 -0.1284 -0.3683 0.079
H 4.2695 -1.2978 -0.4457 0.445
H 3.8839 0.2781 -1.1563 0.225
H 3.1071 -1.1723 -1.8010 0.202
H 3.6527 -0.6061 1.7547 0.529
H 2.2331 -1.6667 1.8162 0.275
H 2.0366 0.0610 2.1049 0.171
N 0.0712 -1.7961 6.3621 -0.358
C -0.6029 -0.8265 5.6756 0.172
O -1.1254 0.1073 6.2499 -0.620
C -0.6794 -1.0010 4.2000 0.830
C -0.4078 -2.1943 3.5305 -1.009
C -0.4769 -2.2267 2.1540 -1.096
N -0.7772 -1.1613 1.4050 1.115
C -1.0872 -0.0322 2.0467 -0.614
C -1.0549 0.0878 3.4180 -0.907
H 0.1652 -1.6550 7.3535 0.247
H 0.7323 -2.3994 5.9085 0.184
H -0.1762 -3.1025 4.0704 0.432
H -0.2697 -3.1363 1.6008 0.468
H -1.3750 0.8054 1.4262 0.718
H -1.3042 1.0180 3.9081 0.500
O 1.1861 2.2933 1.8923 -0.782
S 0.7567 2.3674 0.4784 1.371
C 2.2245 2.8366 -0.4642 -0.023
C 3.3277 3.3406 0.1995 -0.521
C 4.4682 3.6573 -0.5246 -0.651
C 4.4905 3.4745 -1.9006 -0.539
C 3.3834 2.9509 -2.5545 -0.798
C 2.2467 2.6173 -1.8337 0.316
C -0.0849 3.9770 0.3214 0.212
C -0.3387 4.5647 -0.9097 -0.267
C -1.1500 5.6864 -0.9743 -0.813
C -1.7095 6.2145 0.1820 -0.471
C -1.4362 5.6320 1.4104 -0.737
C -0.6241 4.5100 1.4808 -0.463
H 3.2884 3.4652 1.2743 0.476
H 5.3377 4.0434 -0.0099 0.426
H 5.3766 3.7278 -2.4671 0.393
H 3.4033 2.7890 -3.6241 0.420
H 1.3957 2.1595 -2.3233 0.122
H 0.1060 4.1660 -1.8119 0.344
H -1.3500 6.1486 -1.9319 0.401
H -2.3548 7.0804 0.1187 0.391
H -1.8605 6.0426 2.3169 0.408
H -0.3913 4.0327 2.4246 0.476
```

As for the energy relative to the best compared isomer or geometry (same formula, charge and spin): 24.23 kcal per mole. The molar mass comes out at 703.72 g mol⁻¹. Its spin multiplicity is 6. Its expectation value of S² is 8.758.

# 5
The following is a quantum chemistry calculation of a molecular structure, C3HO2Tb at a distorted geometry, from OMol25.

Structure (XYZ):
```
7
Properties=species:S:1:pos:R:3:mulliken_charge:R:1
C -1.6879 1.1824 -0.3139 0.259
H -2.3510 2.0262 -0.3961 0.393
C -0.9010 0.2729 -0.1803 -0.417
O -0.2068 -1.8270 -0.0899 -0.469
C 0.2005 -0.6959 0.2038 0.328
Tb 3.5616 -0.6854 0.7922 1.642
O 1.3846 -0.2731 -0.0158 -0.736
```

As for the energy relative to the best compared isomer or geometry (same formula, charge and spin): 41.10 kcal per mole. The molar mass comes out at 227.96 g mol⁻¹. Its net charge is +1. Its spin multiplicity is 8. Its expectation value of S² is 16.552.

# 6
The following is a quantum chemistry calculation of a gas-phase ion, C12H17N2 (charge +1) at a distorted geometry, from OMol25.

Structure (XYZ):
```
31
Properties=species:S:1:pos:R:3:mulliken_charge:R:1
C -3.4559 -0.0337 -0.7195 -0.336
C -3.1172 0.2244 0.6409 -0.832
C -2.4860 -0.3959 -1.6515 -0.827
C -1.8025 0.1938 1.0488 -0.256
C -1.1153 -0.4344 -1.2151 -0.328
C -0.8211 -0.1213 0.1289 -0.384
C 1.9957 -0.6451 -1.1543 -0.239
C 2.0044 0.7018 -1.2986 -0.749
C 0.6234 0.0081 0.4960 1.050
C 0.8315 0.0673 2.0573 -1.852
C 1.0700 -2.4113 0.2723 -0.778
C 0.1368 2.2741 -0.5159 -0.860
N 1.3759 -1.0600 -0.0212 0.196
N 1.2291 1.2341 -0.1660 0.145
H -4.5379 0.2450 -0.9180 0.299
H -3.9196 0.4958 1.2138 0.537
H -2.5917 -0.4723 -2.6825 0.454
H -1.6005 0.5178 2.0419 0.437
H -0.3135 -0.7570 -1.8742 0.439
H 2.4926 -1.5394 -1.5528 0.455
H 2.3971 1.4450 -1.9092 0.634
H 1.9002 -0.1537 2.4018 0.332
H 0.3396 -0.8302 2.5908 0.397
H 0.6297 1.1171 2.3618 0.515
H 1.5338 -2.6998 1.2469 0.310
H -0.0398 -2.6952 0.2643 0.283
H 1.6195 -3.0736 -0.5121 0.287
H -0.1924 2.0638 -1.5228 0.367
H -0.5990 2.3793 0.2817 0.380
H 0.7044 3.2016 -0.5954 0.433
H 1.8363 1.7178 0.5816 0.490
```

As for the energy relative to the best compared isomer or geometry (same formula, charge and spin): 52.63 kcal per mole. The molar mass comes out at 189.28 g mol⁻¹. The SMILES is CN1C=C[N@@H+](C)[C@@]1(C)c1ccccc1. Its net charge is +1.

# 7
The following is a quantum chemistry calculation of a single C15H15NO2 molecule at a distorted geometry, from OMol25.

Structure (XYZ):
```
33
Properties=species:S:1:pos:R:3:mulliken_charge:R:1
O -0.9751 -0.5496 -0.3193 -0.336
O -1.7033 2.0748 -0.0054 -0.456
C -1.2380 -3.7202 2.3811 -0.464
C -1.6793 -3.8769 1.0422 -0.500
C -0.9401 -2.4422 2.8254 -0.339
C 2.3740 1.0011 -0.2767 -0.727
C 2.0303 2.2521 -0.2791 -0.308
C -1.5301 -2.7828 0.1612 -0.266
C -0.8533 -1.3277 1.9886 -0.336
C 1.3145 0.1077 -0.3909 -0.563
C 0.6922 2.6802 -0.1977 -0.605
C -1.1342 -1.5699 0.6187 0.581
C -0.0011 0.3419 -0.1524 0.599
C -0.3550 1.6742 -0.1231 0.604
N -2.7413 1.8227 -3.2433 -0.521
C -1.6493 2.6768 -2.6701 -0.474
C -3.4094 1.8281 -1.9489 -0.526
C -2.2662 2.5944 -1.2858 0.048
H -1.0374 -4.5676 3.0591 0.342
H -1.8353 -4.9090 0.6843 0.318
H -0.6805 -2.2600 3.9047 0.276
H 3.3555 0.6553 -0.3324 0.479
H 2.8975 2.8952 -0.2316 0.345
H -1.7970 -2.7546 -0.9561 0.265
H -0.8011 -0.3039 2.3462 0.369
H 1.9197 -0.8239 -0.3428 0.212
H 0.5504 3.7292 -0.4836 0.343
H -3.0921 2.3601 -4.0875 0.281
H -0.6609 2.1903 -2.8068 0.224
H -1.5817 3.7118 -3.0622 0.315
H -4.3223 2.3497 -1.9616 0.309
H -3.5836 0.8347 -1.4454 0.172
H -2.6761 3.6104 -0.9692 0.338
```

As for the energy relative to the best compared isomer or geometry (same formula, charge and spin): 103.69 kcal per mole. The molar mass comes out at 241.29 g mol⁻¹. The SMILES is c1ccc(Oc2ccccc2OC2CNC2)cc1.

# 8
The following is a quantum chemistry calculation of a molecular structure, C5H8, from OMol25.

Structure (XYZ):
```
13
Properties=species:S:1:pos:R:3:mulliken_charge:R:1
C 1.7302 -0.2262 0.6472 -1.159
C 0.4491 0.5471 0.8523 0.035
C -0.7712 -0.1828 1.3288 -0.774
C -1.0013 0.2364 0.0836 0.560
C -1.6293 -0.3153 -1.1658 -1.027
H 2.2912 -0.2011 1.5887 0.331
H 2.3607 0.2041 -0.1377 0.328
H 1.5095 -1.2697 0.4085 0.317
H -0.1273 1.0335 -0.3264 0.065
H 0.5754 1.5946 1.1356 0.402
H -2.0836 0.4621 -1.7877 0.303
H -0.8992 -0.8624 -1.7741 0.310
H -2.4043 -1.0205 -0.8531 0.310
```

As for the energy relative to the best compared isomer or geometry (same formula, charge and spin): 109.82 kcal per mole. The molar mass comes out at 68.12 g mol⁻¹.